64
Properties=species:S:1:pos:R:3 method="wB97M-V/def2-TZVPD" max_force_ev_per_a=0.86 smiles="CCOc1ccc(OCC)c(NC(=O)C[NH+]2CCN(CC(=O)NC(C)C)CC2)c1" relative_energy_kcal_mol=5.14 charge=+1 e_lumo_ev=-2.01 gap_ev=8.02
C 0.033 2.292 -7.159
C 1.391 2.257 -6.466
O 1.775 0.948 -6.086
C 1.220 0.360 -5.002
C 1.601 -0.963 -4.767
C 1.116 -1.671 -3.690
C 0.228 -1.083 -2.792
O -0.379 -1.706 -1.743
C 0.223 -2.863 -1.191
C 1.567 -2.555 -0.541
C -0.131 0.249 -3.014
N -1.024 0.886 -2.104
C -0.809 0.930 -0.782
O 0.208 0.610 -0.213
C -2.022 1.480 0.007
N -1.680 1.636 1.423
C -0.641 2.664 1.648
C -0.547 2.973 3.161
N -1.036 1.908 3.988
C -0.161 0.839 4.387
C -0.082 -0.408 3.494
O -0.729 -0.533 2.450
N 0.710 -1.362 3.961
C 0.921 -2.654 3.318
C 0.266 -3.752 4.151
C 2.417 -2.891 3.154
C -2.435 1.615 3.757
C -2.841 1.886 2.292
C 0.342 0.961 -4.107
H -0.191 3.307 -7.475
H 0.052 1.647 -8.034
H -0.757 1.945 -6.497
H 1.411 2.932 -5.601
H 2.170 2.573 -7.164
H 2.287 -1.423 -5.460
H 1.422 -2.697 -3.563
H 0.319 -3.653 -1.945
H -0.496 -3.194 -0.437
H 1.451 -1.709 0.133
H 2.308 -2.291 -1.291
H 1.918 -3.422 0.011
H -1.896 1.225 -2.484
H -2.835 0.755 -0.083
H -2.350 2.439 -0.408
H -1.242 0.684 1.774
H 0.300 2.270 1.262
H -0.901 3.570 1.094
H 0.486 3.199 3.426
H -1.146 3.860 3.393
H -0.483 0.495 5.379
H 0.846 1.250 4.497
H 1.197 -1.220 4.835
H 0.438 -2.590 2.339
H 0.724 -3.810 5.135
H 0.389 -4.711 3.658
H -0.798 -3.561 4.270
H 2.870 -2.104 2.557
H 2.906 -2.924 4.125
H 2.587 -3.841 2.657
H -2.630 0.573 4.011
H -3.051 2.243 4.412
H -3.168 2.920 2.159
H -3.660 1.224 2.008
H 0.020 1.984 -4.226